ORCA calculation (wB97M-V/def2-TZVPD) on a molecular structure, C21H28CeN7O5S4Si in a non-equilibrium geometry.

Summary:
* gap between HOMO and LUMO: 5.935 eV
* net charge: -1

Each line ends with the Mulliken charge.
Cartesian coordinates (Å):
Ce: 0.71 0.40 1.08  0.83
O: 3.33 0.54 -2.35  -0.76
C: 2.38 0.52 -1.56  0.16
O: 2.46 0.48 -0.27  -0.27
C: 0.96 0.66 -2.04  0.66
C: 0.66 1.00 -3.30  -0.91
C: -0.69 1.37 -3.65  -0.73
C: -1.61 1.38 -2.71  -2.12
C: -1.40 0.81 -1.35  2.28
N: 0.02 0.52 -1.06  0.43
C: -1.83 1.76 -0.25  -0.02
O: -2.61 2.66 -0.45  -0.72
O: -1.21 1.48 0.85  -0.43
H: 1.53 1.04 -3.94  0.52
H: -0.91 1.66 -4.69  0.37
H: -2.56 1.70 -3.02  0.64
S: -0.85 -0.78 2.93  -0.26
S: 0.87 -0.90 3.98  -0.10
S: 1.84 -2.77 3.74  -0.15
S: 3.39 -2.72 2.38  -0.44
N: 4.67 2.01 3.31  0.14
C: 3.78 1.02 3.08  -0.33
N: 2.72 1.56 2.52  0.18
C: 3.02 2.89 2.46  0.00
N: 4.23 3.22 2.95  -0.80
C: 1.98 3.88 2.13  0.45
C: 2.15 5.26 2.35  -0.32
N: 1.16 6.18 2.20  -0.60
C: 0.08 5.66 1.63  -0.59
C: -0.08 4.29 1.33  -0.13
N: 0.87 3.42 1.57  0.20
H: 5.56 1.84 3.77  0.23
H: 3.93 -0.03 3.23  0.34
H: 3.10 5.60 2.86  0.37
H: -0.74 6.32 1.47  0.45
H: -0.88 3.86 0.75  0.35
C: 3.36 -2.81 -0.96  -0.95
N: 2.13 -3.56 -0.64  0.40
C: 2.27 -4.95 -0.96  -1.14
C: 1.18 -3.03 0.09  0.47
C: 0.24 -3.92 0.96  -1.32
O: 0.94 -1.80 0.11  -0.11
H: 4.16 -3.36 -0.42  0.36
H: 3.29 -1.78 -0.61  0.08
H: 3.54 -2.84 -2.04  0.33
H: 1.32 -5.51 -0.92  0.36
H: 2.98 -5.43 -0.28  0.34
H: 2.60 -5.01 -2.00  0.35
H: 0.78 -4.70 1.54  0.34
H: -0.48 -4.35 0.33  0.52
H: -0.28 -3.32 1.74  0.12
C: -4.86 -0.45 0.56  -1.16
Si: -4.06 -0.58 -1.12  0.41
C: -4.83 0.67 -2.28  -1.12
C: -4.54 -2.27 -1.72  -1.22
C: -2.12 -0.54 -1.09  -0.33
H: -5.87 -0.64 0.54  0.46
H: -4.78 0.68 0.76  0.27
H: -4.44 -1.00 1.42  0.32
H: -5.90 0.46 -2.23  0.39
H: -4.39 0.59 -3.30  0.29
H: -4.69 1.69 -2.00  0.38
H: -5.59 -2.30 -1.95  0.35
H: -4.37 -3.11 -1.04  0.32
H: -4.01 -2.44 -2.65  0.32
H: -1.70 -1.32 -1.71  0.67
H: -1.86 -0.88 -0.07  -0.40

ORCA calculation (wB97M-V/def2-TZVPD) on a molecular structure, C21H46CoNO2P2 in a non-equilibrium geometry.

Summary:
* 2S+1: 4
* gap between HOMO and LUMO (spin up / spin down): 5.458 / 8.024 eV
* net charge: +1

Each line ends with the Mulliken charge.
Cartesian coordinates (Å):
Co: 0.33 0.09 -0.32  -0.09
P: 0.00 -1.92 -1.30  1.40
P: 0.16 2.13 0.53  0.67
N: 0.56 0.87 -2.20  -0.23
C: 0.97 -1.48 -2.81  -1.44
H: 1.84 -2.16 -2.84  0.27
H: 0.34 -1.75 -3.68  0.50
C: 1.46 -0.04 -2.96  -0.76
H: 2.49 0.10 -2.59  0.46
H: 1.47 0.29 -4.02  0.53
C: 0.92 2.33 -2.19  -1.19
H: 0.05 2.89 -2.59  0.32
H: 1.75 2.49 -2.90  0.42
C: 1.29 2.80 -0.79  -0.94
H: 1.28 3.90 -0.75  0.60
H: 2.32 2.48 -0.54  0.50
C: 1.00 2.86 2.02  0.80
C: 2.01 1.86 2.59  -1.55
H: 2.80 1.61 1.87  0.35
H: 1.51 0.94 2.91  0.20
H: 2.50 2.31 3.47  0.50
C: -1.37 3.13 0.27  0.73
C: -2.47 2.80 1.29  -1.01
H: -3.42 2.65 0.75  0.39
H: -2.63 3.64 1.98  0.43
H: -2.25 1.90 1.87  -0.31
C: -1.63 -2.64 -1.80  1.05
C: -2.26 -3.55 -0.74  -1.55
H: -3.32 -3.66 -0.99  0.55
H: -2.20 -3.15 0.27  -0.06
H: -1.82 -4.56 -0.77  0.36
C: 0.98 -3.31 -0.53  0.37
C: 0.49 -3.68 0.88  -1.46
H: 1.29 -4.24 1.38  0.52
H: -0.39 -4.34 0.85  0.27
H: 0.27 -2.80 1.49  0.03
C: 1.82 -0.37 0.40  -0.29
O: 2.86 -0.68 0.83  -0.42
C: -1.05 4.64 0.21  -1.75
H: -0.02 4.89 0.51  0.44
H: -1.19 5.01 -0.82  0.25
H: -1.72 5.21 0.86  0.44
C: -1.60 -3.36 -3.15  -1.66
H: -2.32 -4.19 -3.13  0.41
H: -1.88 -2.69 -3.96  0.38
H: -0.61 -3.79 -3.38  0.35
C: 1.13 -4.57 -1.40  -1.62
H: 1.81 -5.25 -0.87  0.48
H: 0.18 -5.11 -1.54  0.27
H: 1.59 -4.36 -2.37  0.33
C: 0.09 3.40 3.12  -1.46
H: -0.59 2.63 3.51  0.21
H: 0.73 3.72 3.96  0.50
H: -0.48 4.28 2.81  0.27
H: 1.57 3.71 1.59  0.58
H: 1.98 -2.86 -0.42  0.60
H: -1.72 2.81 -0.73  0.66
H: -2.26 -1.74 -1.90  0.55
H: -0.38 0.77 -2.58  0.28
H: -0.97 -0.66 -0.64  -0.31
C: -3.00 -1.31 3.50  -0.74
C: -1.75 -1.88 4.18  -0.75
C: -0.60 -1.09 3.55  -0.71
O: -1.06 -0.49 2.34  -0.15
C: -2.47 -0.81 2.16  0.35
H: -3.82 -2.03 3.38  0.38
H: -3.38 -0.45 4.06  0.31
H: -1.64 -2.95 3.94  0.27
H: -1.76 -1.76 5.26  0.36
H: -0.25 -0.31 4.24  0.44
H: 0.26 -1.75 3.31  0.43
H: -2.56 -1.61 1.41  -0.51
H: -3.00 0.08 1.78  0.22

ORCA calculation (wB97M-V/def2-TZVPD) on 2 unconnected molecules or ions with the total composition C4H7ClN2 in a non-equilibrium geometry.

Summary:
* relative energy (zero: lowest compared OMol25 entry of this formula, charge and spin): 275.23 kJ/mol
* structure (SMILES): C[C@H]1N[C@H]1C#N.Cl
* gap between HOMO and LUMO: 11.101 eV

Each line ends with the Mulliken charge.
Cartesian coordinates (Å):
C: 1.13 -0.47 0.60  0.26
C: -0.68 1.01 -0.86  -1.16
C: 0.08 -1.26 -0.02  0.05
C: -0.96 -0.48 -0.68  0.16
N: 1.94 0.14 1.13  -0.57
N: 0.00 -1.18 -1.46  -0.56
Cl: 1.25 1.43 3.63  -0.29
H: -0.44 1.41 0.15  0.21
H: -1.57 1.69 -1.19  0.31
H: 0.17 1.23 -1.56  0.31
H: -0.26 -2.30 0.45  0.35
H: -2.04 -0.68 -0.75  0.38
H: -0.09 -2.12 -1.76  0.23
H: 1.47 1.57 2.33  0.31

ORCA calculation (wB97M-V/def2-TZVPD) on a molecular structure, C33H51BBeF4N3O6 in a non-equilibrium geometry.

Summary:
* 2S+1: 2
* gap between HOMO and LUMO (spin up / spin down): 6.154 / 2.729 eV
* net charge: +2

Each line ends with the Mulliken charge.
Cartesian coordinates (Å):
Be: -1.61 0.90 2.09  1.06
B: -0.11 -0.23 -0.34  -0.47
F: -0.64 -0.26 -1.59  0.09
F: -0.96 -0.72 0.59  0.12
F: 1.00 -1.00 -0.33  -0.03
F: 0.16 1.03 0.00  0.04
N: -1.56 3.20 0.94  0.27
C: -1.55 3.43 -0.37  -0.07
C: -1.43 4.71 -0.96  -0.87
C: -1.24 5.81 -0.10  -0.40
C: -1.13 5.57 1.26  -0.68
C: -1.34 4.34 1.72  -0.23
H: -1.74 2.60 -1.03  0.36
H: -1.57 4.83 -2.02  0.46
H: -1.18 6.82 -0.49  0.46
H: -0.92 6.41 1.90  0.48
H: -1.25 4.27 2.79  0.26
N: -0.91 -0.81 3.83  0.26
C: -1.40 -0.73 5.08  -0.19
C: -1.19 -1.66 6.10  -0.78
C: -0.33 -2.70 5.80  -0.33
C: 0.27 -2.76 4.59  -0.86
C: -0.06 -1.88 3.59  0.43
H: -2.15 0.03 5.24  0.39
H: -1.65 -1.59 7.08  0.45
H: -0.27 -3.51 6.52  0.41
H: 0.95 -3.55 4.29  0.42
H: 0.35 -2.07 2.61  -0.09
N: 0.60 1.81 3.26  0.36
C: 1.82 1.41 2.77  0.06
C: 3.01 1.73 3.43  -0.80
C: 3.01 2.46 4.59  -0.39
C: 1.79 2.92 5.10  -0.74
C: 0.62 2.52 4.48  -0.45
H: 1.86 0.84 1.85  0.14
H: 3.97 1.38 3.07  0.51
H: 3.90 2.74 5.13  0.45
H: 1.66 3.51 5.99  0.43
H: -0.34 2.83 4.88  0.44
C: 3.45 2.06 -0.58  -0.76
C: 2.97 2.97 -1.69  0.61
O: 3.33 2.89 -2.87  -0.61
C: 1.86 3.94 -1.33  -0.37
H: 4.07 1.24 -0.95  0.35
H: 2.58 1.60 -0.11  -0.19
H: 4.00 2.48 0.26  0.51
H: 2.15 4.98 -1.47  0.55
H: 1.64 3.82 -0.27  0.06
H: 1.04 3.72 -2.02  -0.14
C: 1.81 0.28 -4.46  -0.88
C: 0.88 1.41 -4.76  0.31
O: 0.84 1.88 -5.86  -0.60
C: -0.07 1.84 -3.73  0.54
H: 1.37 -0.44 -3.76  0.05
H: 2.78 0.63 -4.12  0.32
H: 2.02 -0.21 -5.41  0.35
H: -1.00 1.28 -3.68  0.16
H: -0.28 2.89 -3.92  0.41
H: 0.41 1.73 -2.75  -0.66
C: -4.95 -0.71 -0.34  -1.32
C: -3.93 0.25 -0.81  0.85
O: -3.39 0.97 0.03  -0.49
C: -3.66 0.36 -2.30  -0.46
H: -4.72 -1.74 -0.61  0.25
H: -5.94 -0.56 -0.75  0.42
H: -5.05 -0.66 0.75  0.36
H: -4.50 0.81 -2.83  0.47
H: -3.51 -0.65 -2.68  0.15
H: -2.73 0.89 -2.52  -0.22
C: -1.32 -2.86 -3.62  -0.25
C: -1.34 -3.15 -5.12  0.66
O: -2.15 -3.91 -5.63  -0.13
C: -0.28 -2.47 -5.94  -0.96
H: -2.05 -3.48 -3.10  0.51
H: -1.49 -1.81 -3.38  -0.19
H: -0.32 -3.11 -3.26  0.29
H: -0.44 -1.39 -5.86  0.25
H: -0.36 -2.71 -7.00  0.40
H: 0.67 -2.85 -5.57  0.41
C: 4.10 -1.94 0.42  -1.23
C: 3.16 -2.36 1.54  0.80
O: 3.06 -1.75 2.56  -0.54
C: 2.42 -3.67 1.31  -0.70
H: 3.83 -2.23 -0.59  0.28
H: 5.03 -2.48 0.60  0.51
H: 4.38 -0.88 0.41  0.17
H: 3.10 -4.52 1.37  0.53
H: 2.08 -3.63 0.28  -0.04
H: 1.61 -3.76 2.03  0.22
C: -0.47 -4.49 -0.54  -0.44
C: -1.36 -4.00 0.62  0.63
O: -0.98 -4.00 1.74  -0.49
C: -2.77 -3.46 0.35  -0.58
H: -0.25 -3.55 -1.04  -0.53
H: -1.03 -5.22 -1.12  0.49
H: 0.52 -4.84 -0.24  0.34
H: -3.31 -3.43 1.30  0.43
H: -3.29 -4.15 -0.32  0.53
H: -2.68 -2.45 -0.04  -0.39

Question: Number 4 is which compound?
Answer: C33H51BBeF4N3O6

Please write out number 2 again, unchanged.
ORCA calculation (wB97M-V/def2-TZVPD) on a molecular structure, C21H46CoNO2P2 in a non-equilibrium geometry.

Summary:
* 2S+1: 4
* gap between HOMO and LUMO (spin up / spin down): 5.458 / 8.024 eV
* net charge: +1

Each line ends with the Mulliken charge.
Cartesian coordinates (Å):
Co: 0.33 0.09 -0.32  -0.09
P: 0.00 -1.92 -1.30  1.40
P: 0.16 2.13 0.53  0.67
N: 0.56 0.87 -2.20  -0.23
C: 0.97 -1.48 -2.81  -1.44
H: 1.84 -2.16 -2.84  0.27
H: 0.34 -1.75 -3.68  0.50
C: 1.46 -0.04 -2.96  -0.76
H: 2.49 0.10 -2.59  0.46
H: 1.47 0.29 -4.02  0.53
C: 0.92 2.33 -2.19  -1.19
H: 0.05 2.89 -2.59  0.32
H: 1.75 2.49 -2.90  0.42
C: 1.29 2.80 -0.79  -0.94
H: 1.28 3.90 -0.75  0.60
H: 2.32 2.48 -0.54  0.50
C: 1.00 2.86 2.02  0.80
C: 2.01 1.86 2.59  -1.55
H: 2.80 1.61 1.87  0.35
H: 1.51 0.94 2.91  0.20
H: 2.50 2.31 3.47  0.50
C: -1.37 3.13 0.27  0.73
C: -2.47 2.80 1.29  -1.01
H: -3.42 2.65 0.75  0.39
H: -2.63 3.64 1.98  0.43
H: -2.25 1.90 1.87  -0.31
C: -1.63 -2.64 -1.80  1.05
C: -2.26 -3.55 -0.74  -1.55
H: -3.32 -3.66 -0.99  0.55
H: -2.20 -3.15 0.27  -0.06
H: -1.82 -4.56 -0.77  0.36
C: 0.98 -3.31 -0.53  0.37
C: 0.49 -3.68 0.88  -1.46
H: 1.29 -4.24 1.38  0.52
H: -0.39 -4.34 0.85  0.27
H: 0.27 -2.80 1.49  0.03
C: 1.82 -0.37 0.40  -0.29
O: 2.86 -0.68 0.83  -0.42
C: -1.05 4.64 0.21  -1.75
H: -0.02 4.89 0.51  0.44
H: -1.19 5.01 -0.82  0.25
H: -1.72 5.21 0.86  0.44
C: -1.60 -3.36 -3.15  -1.66
H: -2.32 -4.19 -3.13  0.41
H: -1.88 -2.69 -3.96  0.38
H: -0.61 -3.79 -3.38  0.35
C: 1.13 -4.57 -1.40  -1.62
H: 1.81 -5.25 -0.87  0.48
H: 0.18 -5.11 -1.54  0.27
H: 1.59 -4.36 -2.37  0.33
C: 0.09 3.40 3.12  -1.46
H: -0.59 2.63 3.51  0.21
H: 0.73 3.72 3.96  0.50
H: -0.48 4.28 2.81  0.27
H: 1.57 3.71 1.59  0.58
H: 1.98 -2.86 -0.42  0.60
H: -1.72 2.81 -0.73  0.66
H: -2.26 -1.74 -1.90  0.55
H: -0.38 0.77 -2.58  0.28
H: -0.97 -0.66 -0.64  -0.31
C: -3.00 -1.31 3.50  -0.74
C: -1.75 -1.88 4.18  -0.75
C: -0.60 -1.09 3.55  -0.71
O: -1.06 -0.49 2.34  -0.15
C: -2.47 -0.81 2.16  0.35
H: -3.82 -2.03 3.38  0.38
H: -3.38 -0.45 4.06  0.31
H: -1.64 -2.95 3.94  0.27
H: -1.76 -1.76 5.26  0.36
H: -0.25 -0.31 4.24  0.44
H: 0.26 -1.75 3.31  0.43
H: -2.56 -1.61 1.41  -0.51
H: -3.00 0.08 1.78  0.22

Question: Number 2 is which compound?
Answer: C21H46CoNO2P2